*a*
8
Properties=species:S:1:pos:R:3:nbo_charge:R:1 method="wB97M-V/def2-TZVPD" homo_lumo_gap_ev="7.15 / 6.21" spin_multiplicity=1
C 0.22087 0.34270 -0.96598 -0.7360
N -1.25721 0.99997 1.23818 -0.5818
O 0.68811 -1.19130 1.11330 -0.8338
S 0.14564 0.81885 0.83938 1.0550
S -0.46535 -1.91002 1.82896 0.3743
H -0.61445 0.90418 -1.58451 0.2462
H 0.18702 -0.67591 -1.10597 0.2470
H 1.09537 0.71153 -1.36337 0.2291

*b*
8
Properties=species:S:1:pos:R:3:nbo_charge:R:1 method="wB97M-V/def2-TZVPD" homo_lumo_gap_ev=7.81 spin_multiplicity=1 smiles=O[C@H]1NSS1
O 0.27167 0.28739 0.98719 -0.7548
C -0.44636 0.29929 -0.21379 0.1767
N -1.10964 -0.94693 -0.50797 -0.8029
S -2.65580 -0.77743 0.24803 0.2675
S -2.08641 1.27109 -0.17382 0.0190
H -0.10201 0.64170 1.79651 0.5016
H 0.16745 0.89387 -0.93804 0.1997
H -0.54648 -1.80691 -0.32593 0.3932

Winner for stability: *b*

*a*
8
Properties=species:S:1:pos:R:3:nbo_charge:R:1 method="wB97M-V/def2-TZVPD" homo_lumo_gap_ev=9.46 spin_multiplicity=1 smiles="N=C=S.OS"
N -1.59433 -0.51003 0.37126 -0.6653
C -2.71438 -0.11348 0.24541 0.2262
S -4.23534 0.14031 0.06523 -0.0058
H -0.68158 -0.12177 0.46976 0.4280
O 2.32578 -0.69044 -0.06718 -0.8412
S 1.82820 0.88737 0.04116 0.2781
H 3.25768 -0.75237 0.15701 0.4862
H 1.81398 1.16042 -1.28265 0.0939

*b*
8
Properties=species:S:1:pos:R:3:nbo_charge:R:1 method="wB97M-V/def2-TZVPD" homo_lumo_gap_ev=8.91 spin_multiplicity=1
C 1.76733 -1.19042 0.22337 0.1571
N 1.70643 -0.13445 -0.26823 -0.3936
O -0.42885 1.65742 -0.58265 -0.8629
S -1.74889 -1.12620 -0.34243 -0.4917
S -1.11635 0.59586 0.54215 0.6920
H 1.92478 -2.15688 0.73682 0.2575
H 0.25008 0.94395 -0.93556 0.5141
H -2.35453 1.41073 0.62653 0.1276

Winner for stability: *a*

*a*
65
Properties=species:S:1:pos:R:3:nbo_charge:R:1 method="wB97M-V/def2-TZVPD" homo_lumo_gap_ev=8.81 spin_multiplicity=1 smiles="CC(C)c1ccc(NC(=O)[C@@H]2[C@H]3C(=O)N(CCCN4CCOCC4)C[C@]34C=C[C@H]2O4)cc1"
C -7.85480 -2.50812 1.42367 -0.5948
C -7.90409 -1.55532 0.22726 -0.2333
C -8.37666 -2.28789 -1.03036 -0.5948
C -6.55981 -0.90963 -0.00167 -0.0411
C -6.41062 0.46779 0.08823 -0.1962
C -5.18925 1.08194 -0.12054 -0.2344
C -4.07540 0.31039 -0.42914 0.1397
N -2.80668 0.85558 -0.65900 -0.6080
C -2.40453 2.15085 -0.59815 0.6901
O -3.09892 3.10389 -0.32231 -0.6101
C -0.92141 2.25168 -0.91574 -0.3195
C -0.04382 1.54194 0.12200 -0.3212
C 0.77038 0.35410 -0.35276 0.6905
O 0.33040 -0.61482 -0.93805 -0.6475
N 2.05119 0.56409 0.00694 -0.4145
C 3.11435 -0.36482 -0.28058 -0.2255
C 3.61232 -1.09303 0.96932 -0.4090
C 4.78749 -2.00628 0.62043 -0.2094
N 5.88630 -1.26045 0.03076 -0.4526
C 6.76482 -2.09356 -0.77311 -0.2463
C 7.80733 -1.20564 -1.45319 -0.0730
O 8.56750 -0.48856 -0.50991 -0.5205
C 7.72787 0.30200 0.29586 -0.0718
C 6.68189 -0.54858 1.01673 -0.2539
C 2.30539 1.82885 0.67450 -0.2135
C 1.04513 2.62265 0.39875 0.2140
C 0.36983 3.62891 1.30218 -0.2194
C -0.49017 4.25668 0.50824 -0.1883
C -0.27672 3.67377 -0.87325 0.0670
O 1.09733 3.32179 -0.83890 -0.5010
C -4.21105 -1.07312 -0.52068 -0.2444
C -5.43670 -1.67005 -0.30942 -0.1575
H -8.84295 -2.91933 1.61857 0.2061
H -7.17198 -3.33244 1.23369 0.2000
H -7.51701 -1.98099 2.31329 0.2120
H -8.62749 -0.76366 0.45219 0.2003
H -7.70580 -3.10742 -1.27558 0.2001
H -8.40727 -1.60501 -1.87654 0.2126
H -9.37380 -2.69498 -0.87697 0.2060
H -7.26850 1.08054 0.32623 0.2092
H -5.09485 2.15216 -0.04694 0.2506
H -2.09234 0.17178 -0.88818 0.4196
H -0.73928 1.83278 -1.91072 0.2472
H -0.60007 1.26714 1.02199 0.2418
H 3.95165 0.16720 -0.74086 0.2135
H 2.71411 -1.08811 -0.99486 0.2319
H 2.80584 -1.69624 1.38916 0.2166
H 3.91502 -0.36356 1.72167 0.1920
H 5.10680 -2.55812 1.52131 0.1749
H 4.44824 -2.73720 -0.11747 0.1992
H 6.17218 -2.60320 -1.53535 0.2051
H 7.28207 -2.85099 -0.15772 0.1680
H 8.51525 -1.80878 -2.02379 0.1951
H 7.29401 -0.50463 -2.12866 0.1653
H 8.37679 0.80689 1.01351 0.1946
H 7.21398 1.05212 -0.32489 0.1636
H 6.03549 0.10342 1.60539 0.2009
H 7.19395 -1.25004 1.70042 0.1700
H 3.18123 2.31744 0.24100 0.2201
H 2.45845 1.68769 1.75049 0.1968
H 0.52166 3.70561 2.36003 0.2228
H -1.23083 4.99396 0.73870 0.2364
H -0.51183 4.31015 -1.72027 0.2168
H -3.34659 -1.67707 -0.75973 0.2102
H -5.51505 -2.74412 -0.38723 0.2009

*b*
65
Properties=species:S:1:pos:R:3:nbo_charge:R:1 method="wB97M-V/def2-TZVPD" homo_lumo_gap_ev=8.78 spin_multiplicity=1 smiles="CCCCOc1ccc(C(=O)N2CCN(CC(=O)Nc3ccc(C)cc3)CC2)cc1OC"
C -7.93648 -2.36847 2.69720 -0.6067
C -6.49264 -2.09044 2.29746 -0.4001
C -6.17990 -2.50172 0.85757 -0.4269
C -6.79627 -1.54545 -0.16830 -0.0635
O -6.35753 -0.21386 -0.00483 -0.4853
C -5.08734 0.12674 -0.34246 0.2662
C -4.19755 -0.65563 -1.05977 -0.2429
C -2.92135 -0.19538 -1.35180 -0.2343
C -2.51731 1.05767 -0.92676 -0.1371
C -1.17509 1.61969 -1.26471 0.6792
O -1.05706 2.63725 -1.92334 -0.6192
N -0.09623 0.95088 -0.78630 -0.4386
C -0.10216 -0.20483 0.07299 -0.2222
C 0.64263 -1.35695 -0.60662 -0.2219
N 2.00107 -0.93075 -0.89450 -0.4641
C 2.85391 -1.99370 -1.39210 -0.3088
C 4.33655 -1.67988 -1.15872 0.6698
O 5.21042 -2.14272 -1.85699 -0.6074
N 4.50680 -0.87879 -0.08073 -0.6388
C 5.68128 -0.38203 0.48938 0.2205
C 6.94804 -0.71240 0.01878 -0.2502
C 8.06732 -0.19399 0.64115 -0.1953
C 7.96195 0.65627 1.73542 -0.0395
C 9.18716 1.22175 2.38698 -0.6237
C 6.69215 0.98212 2.19488 -0.1907
C 5.56416 0.47207 1.58303 -0.2634
C 1.98468 0.21269 -1.79765 -0.2346
C 1.24082 1.37298 -1.14063 -0.2322
C -3.41497 1.87023 -0.23594 -0.2606
C -4.68665 1.42160 0.06715 0.2721
O -5.62257 2.13146 0.75235 -0.4794
C -5.31988 3.45630 1.11438 -0.2515
H -8.62748 -1.77939 2.10043 0.2002
H -8.17446 -3.42211 2.56398 0.1984
H -8.09153 -2.11206 3.74248 0.2124
H -6.28204 -1.02521 2.40986 0.2109
H -5.82685 -2.63727 2.96920 0.2000
H -6.55842 -3.50724 0.66389 0.2063
H -5.09625 -2.51426 0.72193 0.2088
H -6.60365 -1.90133 -1.18857 0.1736
H -7.87797 -1.48964 -0.02773 0.1953
H -4.48756 -1.63317 -1.41093 0.2126
H -2.25478 -0.81816 -1.92928 0.2130
H -1.12466 -0.49446 0.31194 0.2365
H 0.42266 0.04879 1.00368 0.1920
H 0.67741 -2.21572 0.06772 0.2070
H 0.10380 -1.65233 -1.52300 0.1690
H 2.63758 -2.91313 -0.83906 0.2227
H 2.70779 -2.20540 -2.46191 0.2035
H 3.63628 -0.57017 0.34193 0.4207
H 7.04516 -1.37183 -0.82722 0.2512
H 9.04622 -0.45879 0.26849 0.2094
H 9.53967 2.09070 1.83017 0.2185
H 8.97607 1.53601 3.40635 0.2131
H 9.98972 0.48758 2.40270 0.2164
H 6.58352 1.64204 3.04380 0.2076
H 4.58242 0.73261 1.95460 0.2034
H 3.01414 0.50723 -2.01063 0.2163
H 1.49215 -0.04219 -2.75125 0.1783
H 1.15592 2.21861 -1.82446 0.2557
H 1.77423 1.68913 -0.23629 0.1895
H -3.08768 2.85510 0.05535 0.2321
H -5.08661 4.06962 0.23844 0.1809
H -4.48387 3.50066 1.82071 0.1741
H -6.21770 3.84046 1.59594 0.2016

Winner for stability: *b*